This record from the OMol25 dataset describes an isolated molecule of CH5F3N4 at a distorted geometry. The level of theory is wB97M-V/def2-TZVPD.

```
13
Properties=species:S:1:pos:R:3:forces:R:3:mulliken_charge:R:1
N -1.68935 0.04881 0.32351 0.4 -1.9 0.2 -0.454
N -0.50471 0.37240 -0.32116 0.1 -1.7 -0.9 0.055
N -0.50375 1.70181 -0.76890 0.6 -0.1 0.3 -0.600
N 0.65375 -0.04626 0.40290 -0.5 0.5 -1.7 -0.182
C 1.28565 -1.27672 0.11449 1.6 -0.2 0.2 0.716
F 2.19802 -1.43685 1.14646 -0.9 0.0 -0.9 -0.269
F 2.02512 -1.33502 -1.04761 -0.8 0.9 0.9 -0.261
F 0.55605 -2.39911 0.03651 -0.5 0.5 0.4 -0.262
H -2.30690 -0.61485 -0.16491 0.6 1.0 0.2 0.218
H -2.10018 0.82723 0.76186 -0.9 0.9 0.3 0.234
H 0.03557 2.24843 -0.06959 -0.2 0.0 -1.6 0.257
H -0.26811 1.72930 -1.78622 0.4 0.4 1.7 0.259
H 0.61884 0.18083 1.37266 0.1 -0.2 0.8 0.289
```
Positions in Å, forces in eV/Å.

Values from the calculation:
**M**: 130.1 g/mol
**E_LUMO**: 0.885 eV
**Kohn-Sham gap**: 0.367 Eh

This record from the OMol25 dataset describes an isolated molecule of C3H7I2P3 at a distorted geometry. The level of theory is wB97M-V/def2-TZVPD.

```
15
Properties=species:S:1:pos:R:3:forces:R:3:mulliken_charge:R:1
C -0.62943 0.16629 0.96007 0.7 -1.2 -0.5 -0.870
C 1.57018 0.37870 -1.42357 0.3 2.3 -2.7 -1.047
C -0.92501 -0.56260 -0.37020 0.1 2.4 -0.1 -0.415
P -0.64221 1.49579 -3.57714 -0.1 0.7 0.5 0.009
P -1.06551 3.33751 -2.81241 0.1 -0.9 -1.2 0.003
P -0.16978 0.04681 -1.80399 -0.1 0.0 1.1 0.221
I -0.65433 3.29479 -0.48155 0.1 0.2 1.0 0.006
I -0.34191 -1.87663 -3.18448 0.1 -0.5 -0.7 -0.028
H -1.28013 1.02280 1.27799 0.3 -1.0 -0.3 0.191
H -0.62704 -0.72122 1.66927 0.1 1.6 -0.2 0.277
H 0.38714 0.56214 0.78182 -0.3 -0.1 1.1 0.249
H 1.71829 1.34270 -0.94112 -0.7 0.3 0.3 0.370
H 2.07940 0.65607 -2.44020 -0.4 -1.5 1.8 0.313
H 1.94054 -0.31873 -0.72134 0.8 -1.3 0.0 0.425
H -1.97343 -0.56017 -0.55527 -1.1 -0.9 -0.2 0.296
```
Positions in Å, forces in eV/Å.

Values from the calculation:
**M**: 389.8 g/mol
**Energy relative to the best compared isomer or geometry (same formula, charge and spin)**: 1.176 eV
**E_LUMO (spin up / spin down)**: -1.477 / -1.477 eV
**Kohn-Sham gap (spin up / spin down)**: 0.226 / 0.226 Eh